a) A molecular structure, C3H4NS. Source: the OMol25 dataset; level of theory: ωB97M-V with the def2-TZVPD basis set.

```
9
Properties=species:S:1:pos:R:3:mulliken_charge:R:1
C -0.07 2.32 -0.04 0.195
C 1.05 -1.14 0.22 -0.329
H -2.17 -1.22 -0.43 0.322
H 0.99 2.53 -0.20 0.415
C -1.17 -0.60 -0.52 -0.256
N -0.12 -1.14 -0.23 0.047
H 1.01 -1.21 1.35 0.267
S -1.42 1.71 0.17 0.013
H 1.91 -1.25 -0.31 0.327
```

Its total charge is +1. The lowest unoccupied orbital energy (spin up / spin down) comes out at -5.724 / -5.724 eV. The orbital gap (spin up / spin down) comes out at 7.734 / 7.734 eV. For the highest occupied orbital energy (spin up / spin down), the calculation gives -13.458 / -13.458 eV.



b) A gas-phase ion, C3H4NS (charge +1). Source: the OMol25 dataset; level of theory: ωB97M-V with the def2-TZVPD basis set.

```
9
Properties=species:S:1:pos:R:3:mulliken_charge:R:1
H -0.43 1.40 -0.06 0.382
H 1.67 -0.02 -1.30 0.328
C 1.00 -0.14 -0.38 -0.814
S 0.76 -2.16 -0.28 0.050
H 1.57 0.27 0.41 0.386
C -1.17 0.80 0.41 -0.177
C -0.20 -0.90 -0.23 0.897
H -1.87 1.25 1.17 0.295
N -1.34 -0.50 0.27 -0.346
```

Its total charge is +1. The lowest unoccupied orbital energy comes out at -6.913 eV. The orbital gap comes out at 9.148 eV. For the highest occupied orbital energy, the calculation gives -16.061 eV.



c) 2 unconnected molecules or ions with the total composition C3H4NS. Source: the OMol25 dataset; level of theory: ωB97M-V with the def2-TZVPD basis set.

```
9
Properties=species:S:1:pos:R:3:mulliken_charge:R:1
C -0.02 0.88 -0.14 -0.443
C -1.16 -1.24 -0.10 0.156
H 1.77 -0.22 0.47 0.424
N 0.20 -1.44 0.04 -0.344
S -1.74 0.23 0.05 0.128
H -0.06 1.53 -1.04 0.403
H -2.22 -2.32 -0.15 0.389
C 0.82 -0.33 0.06 -0.048
H 0.18 1.56 0.72 0.337
```

Its total charge is +1. The lowest unoccupied orbital energy comes out at -6.566 eV. The orbital gap comes out at 9.722 eV. For the highest occupied orbital energy, the calculation gives -16.288 eV.



d) 2 unconnected molecules or ions with the total composition C3H4NS. Source: the OMol25 dataset; level of theory: ωB97M-V with the def2-TZVPD basis set.

```
9
Properties=species:S:1:pos:R:3:mulliken_charge:R:1
H 0.92 -0.88 1.37 0.385
H -2.92 0.11 -0.87 0.412
H 1.08 -1.56 -0.34 0.376
C 0.79 -0.78 0.31 -0.462
S -1.27 -0.64 0.30 0.167
H -0.05 0.99 -0.78 0.421
C -1.30 0.63 -0.63 -0.181
N 1.20 0.62 -0.05 -0.262
C 1.55 1.51 0.69 0.145
```

Its total charge is +1. The lowest unoccupied orbital energy comes out at -6.534 eV. The orbital gap comes out at 9.677 eV. For the highest occupied orbital energy, the calculation gives -16.210 eV.



Decreasing stability: c), b), a), d)



a) 3 unconnected molecules or ions with the total composition C4H10O. Source: the OMol25 dataset; level of theory: ωB97M-V with the def2-TZVPD basis set.

```
15
Properties=species:S:1:pos:R:3:mulliken_charge:R:1
O -0.04 0.17 -0.93 -0.316
H -1.11 -1.53 -0.46 0.338
C -2.06 0.21 0.42 -0.937
H -2.23 1.27 0.17 0.279
H 0.70 -0.94 0.59 0.344
H 2.39 -1.14 0.04 0.102
H 2.63 -0.39 0.65 0.116
C 1.98 0.82 0.16 -0.938
C -1.29 -0.48 -0.70 -0.357
H -3.03 -0.27 0.57 0.357
C 0.98 -0.18 -0.13 -0.173
H 1.57 1.83 0.35 0.271
H -1.83 -0.42 -1.64 0.291
H -1.51 0.17 1.36 0.283
H 2.87 0.89 -0.45 0.340
```

Its total charge is 0. The lowest unoccupied orbital energy comes out at 0.938 eV. The orbital gap comes out at 9.332 eV. For the highest occupied orbital energy, the calculation gives -8.394 eV.



b) 2 unconnected molecules or ions with the total composition C4H10O. Source: the OMol25 dataset; level of theory: ωB97M-V with the def2-TZVPD basis set.

```
15
Properties=species:S:1:pos:R:3:mulliken_charge:R:1
C 1.29 -2.64 -0.12 0.146
O 0.70 -1.80 0.48 -0.420
H -1.33 1.77 0.96 0.207
H -1.74 4.34 0.79 0.259
H 1.53 -4.95 -0.33 0.281
C -1.21 3.79 -0.04 -0.774
H 1.48 -4.45 1.34 0.360
H -1.70 4.23 -0.95 0.238
H -0.17 4.15 -0.15 0.268
H 2.69 -4.02 0.44 0.334
H 1.44 -2.45 -1.22 0.292
H -0.78 1.83 -0.83 0.270
C -1.42 2.30 -0.10 -0.685
H -2.45 2.00 -0.62 0.219
C 1.68 -4.08 0.36 -0.995
```

Its total charge is 0. The lowest unoccupied orbital energy comes out at 1.042 eV. The structure (SMILES) is CC=O.CC. The orbital gap comes out at 10.996 eV. For the highest occupied orbital energy, the calculation gives -9.954 eV.



c) 2 unconnected molecules or ions with the total composition C4H10O. Source: the OMol25 dataset; level of theory: ωB97M-V with the def2-TZVPD basis set.

```
15
Properties=species:S:1:pos:R:3:mulliken_charge:R:1
C 0.26 -0.60 -0.02 -0.383
O 2.61 -0.81 -0.06 -0.502
H -0.89 0.77 1.27 0.344
C -2.25 -0.22 -0.05 -1.141
H -2.37 -0.92 -0.87 0.293
C 1.58 0.15 0.05 -0.547
C -0.95 0.20 0.35 -0.025
H -1.52 0.93 -0.56 0.112
H -0.53 1.59 -0.53 0.057
H 0.30 -1.43 0.69 0.303
H 1.63 0.89 -0.76 0.353
H 1.64 0.70 1.00 0.279
H -3.13 0.13 0.49 0.293
H 3.45 -0.34 -0.12 0.309
H 0.14 -1.05 -1.01 0.256
```

Its total charge is 0. The lowest unoccupied orbital energy comes out at 0.866 eV. The orbital gap comes out at 8.121 eV. For the highest occupied orbital energy, the calculation gives -7.255 eV.



d) 2 unconnected molecules or ions with the total composition C4H10O. Source: the OMol25 dataset; level of theory: ωB97M-V with the def2-TZVPD basis set.

```
15
Properties=species:S:1:pos:R:3:mulliken_charge:R:1
H 0.49 1.98 -1.16 0.239
H -1.46 -2.20 1.31 0.263
H -0.15 0.96 -2.50 0.285
C 0.74 1.40 -2.04 -0.841
H 0.41 -1.09 2.20 0.246
C -0.46 -0.44 2.12 -0.699
H -2.52 -0.82 1.52 0.302
H 1.32 2.10 -2.66 0.310
H -1.39 -0.85 0.20 0.193
C 1.65 0.22 -1.72 0.187
O 2.84 0.36 -1.76 -0.470
H -0.21 0.52 1.64 0.174
H -0.86 -0.28 3.13 0.304
C -1.51 -1.11 1.25 -0.780
H 1.12 -0.74 -1.54 0.287
```

Its total charge is 0. The lowest unoccupied orbital energy comes out at 0.943 eV. The structure (SMILES) is CC=O.CC. The orbital gap comes out at 10.868 eV. For the highest occupied orbital energy, the calculation gives -9.924 eV.



Decreasing stability: d), b), a), c)



a) 2 unconnected molecules or ions with the total composition C4H10O. Source: the OMol25 dataset; level of theory: ωB97M-V with the def2-TZVPD basis set.

```
15
Properties=species:S:1:pos:R:3:mulliken_charge:R:1
H 1.11 1.51 -3.42 0.312
H 0.70 -1.87 3.25 0.262
C -0.03 -0.69 1.64 -0.125
C -0.93 -0.54 0.42 -0.146
O 1.65 2.28 -3.19 -0.643
H 0.55 0.17 1.95 0.266
H -1.97 -0.59 0.79 0.237
H -0.12 1.53 -0.01 0.330
H -1.57 1.14 -0.93 0.350
C 0.14 -1.82 2.32 -0.778
H -0.37 -2.74 1.99 0.238
H 0.04 0.50 -1.22 0.178
H 2.45 1.84 -2.90 0.321
H -0.91 -1.42 -0.25 0.306
C -0.72 0.71 -0.42 -1.108
```

Its total charge is 0. The lowest unoccupied orbital energy comes out at 0.852 eV. The structure (SMILES) is C=CCC.O. The orbital gap comes out at 10.402 eV. For the highest occupied orbital energy, the calculation gives -9.549 eV.



b) 2 unconnected molecules or ions with the total composition C4H10O. Source: the OMol25 dataset; level of theory: ωB97M-V with the def2-TZVPD basis set.

```
15
Properties=species:S:1:pos:R:3:mulliken_charge:R:1
H -1.22 -2.99 -0.95 0.305
O -1.36 -2.30 -0.30 -0.508
H 0.68 -1.98 -0.02 0.284
H -0.07 -1.02 -1.31 0.255
C 0.67 1.90 0.82 -0.770
H 0.14 1.79 -2.34 0.248
C -0.51 -0.32 0.68 -0.418
H -0.22 2.46 0.53 0.278
H 0.47 1.28 -1.92 -0.256
H -0.79 -0.79 1.64 0.286
C -0.24 -1.44 -0.31 -0.383
H 1.56 2.49 1.03 0.247
H 1.60 0.07 1.19 0.245
C 0.68 0.58 0.91 -0.089
H -1.38 0.26 0.35 0.276
```

Its total charge is 0. The lowest unoccupied orbital energy comes out at 1.014 eV. The structure (SMILES) is C=CCCO.[H][H]. The orbital gap comes out at 10.741 eV. For the highest occupied orbital energy, the calculation gives -9.727 eV.



Decreasing stability: a), b)



a) A molecular structure, C4H10O. Source: the OMol25 dataset; level of theory: ωB97M-V with the def2-TZVPD basis set.

```
15
Properties=species:S:1:pos:R:3:mulliken_charge:R:1
C -0.89 1.27 -1.76 -0.839
H 0.96 -0.20 1.37 0.366
H 0.68 3.57 0.09 0.261
C -0.09 0.57 -0.95 -0.030
H -1.92 0.94 -1.83 0.242
H 0.92 0.87 -0.76 0.402
H -0.46 -2.83 0.67 0.290
H -1.02 -1.61 1.86 0.291
H -0.46 1.96 -2.49 0.323
O -0.30 -0.57 -0.30 -0.335
H 0.49 -2.50 2.15 0.399
H 0.16 3.07 -0.30 -0.247
C -0.14 -2.06 1.38 -1.203
C 0.64 -1.00 0.68 -0.243
H 1.52 -1.42 0.16 0.323
```

Its total charge is 0. The lowest unoccupied orbital energy comes out at 1.122 eV. The orbital gap comes out at 9.882 eV. For the highest occupied orbital energy, the calculation gives -8.760 eV.



b) C4H10O in the gas phase. Source: the OMol25 dataset; level of theory: ωB97M-V with the def2-TZVPD basis set.

```
15
Properties=species:S:1:pos:R:3:mulliken_charge:R:1
C -0.08 0.27 0.30 0.728
H -1.50 -0.49 1.86 0.306
C -1.07 0.09 -0.86 -1.312
H 1.75 0.57 -0.88 0.256
H 2.54 -1.26 -0.64 0.246
H -0.61 0.49 -1.77 0.365
C 1.65 -0.62 -0.80 -0.546
O 0.87 -0.75 0.34 -0.398
H 1.12 -0.98 -1.70 0.218
H -1.98 0.66 -0.68 0.373
H -1.34 -0.95 -1.06 0.317
C -0.74 0.31 1.68 -1.361
H 0.62 1.20 -0.07 0.082
H 0.01 0.20 2.47 0.352
H -1.25 1.26 1.81 0.376
```

Its total charge is 0. The lowest unoccupied orbital energy comes out at 1.173 eV. The structure (SMILES) is COC(C)C. The orbital gap comes out at 10.956 eV. For the highest occupied orbital energy, the calculation gives -9.783 eV.



c) C4H10O in the gas phase. Source: the OMol25 dataset; level of theory: ωB97M-V with the def2-TZVPD basis set.

```
15
Properties=species:S:1:pos:R:3:mulliken_charge:R:1
H -0.93 1.72 -1.13 0.400
C -0.38 0.03 0.10 0.690
H -0.27 -0.83 -1.88 0.336
C -0.95 -0.84 -1.02 -1.484
H 0.81 1.51 -0.97 0.311
H 2.20 -0.17 2.03 0.306
H -1.12 0.06 0.92 0.226
H 1.65 -0.65 -0.14 0.328
H -1.92 -0.45 -1.35 0.376
C 0.89 -0.60 0.66 -0.666
C -0.14 1.45 -0.43 -1.358
H 0.68 -1.63 0.98 0.320
H -0.09 2.20 0.37 0.325
O 1.35 0.19 1.74 -0.504
H -1.12 -1.87 -0.67 0.393
```

Its total charge is 0. The lowest unoccupied orbital energy comes out at 1.000 eV. The structure (SMILES) is CC(C)CO. The orbital gap comes out at 11.313 eV. For the highest occupied orbital energy, the calculation gives -10.314 eV.



Decreasing stability: c), b), a)